DFT (ωB97M-V/def2-TZVPD) results for a molecular structure, C37H39ClN2O6PdSi.

Values from the calculation:
HOMO-LUMO gap = 5.540 eV
ΔE to the lowest compared entry with this formula, charge and spin = 3.05 kcal/mol
HOMO level = -1.43 eV
charge = -2

Cartesian coordinates (Å):
Pd 1.001 0.316 0.442
C -1.530 -3.620 0.230
C -0.947 -2.367 0.892
O -1.146 -1.272 0.362
C -0.243 -2.588 2.107
C 0.393 -1.580 2.851
C 0.670 -1.836 4.313
N 0.732 -0.422 2.338
N 1.043 0.602 3.263
C 0.852 1.750 2.701
O 0.456 1.916 1.472
C 1.066 2.999 3.478
C 1.388 4.173 2.802
C 1.575 5.353 3.508
C 1.436 5.375 4.888
C 1.119 4.203 5.566
C 0.936 3.022 4.865
H -1.996 -3.335 -0.712
H -2.279 -4.092 0.873
H -0.745 -4.354 0.040
H -0.244 -3.590 2.521
H 0.461 -2.879 4.550
H 0.038 -1.197 4.933
H 1.704 -1.591 4.565
H 1.482 4.151 1.723
H 1.817 6.263 2.970
H 1.567 6.303 5.433
H 1.003 4.215 6.645
H 0.691 2.098 5.372
C 4.810 -0.199 -1.165
C 4.139 -1.125 -2.187
C 3.408 -0.270 -3.229
C 5.223 -1.938 -2.897
Si 2.822 -2.148 -1.267
O 1.702 -1.325 -0.527
C 1.902 -3.252 -2.519
C 2.487 -4.216 -3.343
C 1.731 -4.986 -4.218
C 0.355 -4.808 -4.283
C -0.250 -3.861 -3.468
C 0.516 -3.093 -2.599
C 3.664 -3.324 -0.028
C 4.692 -4.227 -0.306
C 5.222 -5.055 0.676
C 4.727 -4.998 1.973
C 3.700 -4.114 2.271
C 3.179 -3.288 1.282
H 5.535 0.450 -1.676
H 5.352 -0.773 -0.405
H 4.084 0.446 -0.673
H 4.131 0.364 -3.761
H 2.678 0.384 -2.752
H 2.898 -0.892 -3.972
H 5.906 -1.248 -3.411
H 4.813 -2.612 -3.656
H 5.826 -2.523 -2.196
H 3.559 -4.390 -3.296
H 2.214 -5.727 -4.846
H -0.241 -5.406 -4.963
H -1.324 -3.718 -3.504
H 0.050 -2.349 -1.960
H 5.088 -4.309 -1.314
H 6.022 -5.746 0.428
H 5.139 -5.640 2.743
H 3.299 -4.060 3.277
H 2.376 -2.599 1.520
C -0.491 6.179 -2.556
C -0.841 5.895 -1.127
C -0.887 6.893 -0.166
C -1.163 6.574 1.153
Cl -1.201 7.857 2.348
C -1.383 5.270 1.547
C -1.354 4.263 0.593
C -1.098 4.572 -0.738
O -1.136 3.644 -1.737
C -0.439 2.413 -1.505
C 1.093 2.611 -1.427
O 1.576 3.662 -1.843
O 1.753 1.608 -0.988
H -0.157 7.212 -2.674
H -1.349 6.015 -3.213
H 0.298 5.493 -2.866
H -0.685 7.921 -0.442
H -1.553 5.035 2.589
H -1.489 3.234 0.896
H -0.647 1.797 -2.380
H -0.813 1.883 -0.631